Entry 1:
{
  "formula": "C4H9N2O",
  "method": "ωB97M-V/def2-TZVPD",
  "elements": ["C", "C", "C", "C", "N", "N", "O", "H", "H", "H", "H", "H", "H", "H", "H", "H"],
  "xyz": [[-0.09960, 0.73312, -1.87414], [-0.27481, -0.50273, -0.94237], [1.13323, 0.42748, 0.76666], [-0.65802, -1.14362, 1.38251], [0.29754, 1.82592, -1.45896], [-0.17453, -0.14371, 0.44329], [0.68979, 2.31350, -0.39808], [-0.54132, 0.83134, -2.82543], [-1.38206, -0.79494, -1.02781], [0.50868, -1.19471, -1.15863], [1.40017, 0.89555, 1.73208], [1.96171, 0.18999, -0.01618], [-1.34815, -1.84411, 0.94030], [0.17773, -1.73226, 1.68756], [-0.98014, -0.66205, 2.25641], [-0.71021, 0.80124, 0.49280]],
  "forces_ev_per_a": [[-0.681, -1.909, 1.207], [-1.981, 0.857, -2.159], [3.048, -0.175, -1.462], [0.550, -1.134, 0.091], [0.462, 3.049, 0.509], [-0.191, 4.650, 1.092], [0.343, -1.056, 0.268], [-0.291, -0.823, -1.208], [1.897, -0.368, -0.519], [-0.064, -1.194, -0.293], [-0.749, -0.591, -0.642], [-1.608, 0.354, 1.800], [-0.591, 0.287, -0.178], [0.798, -0.474, 0.070], [-0.929, 0.599, 1.058], [-0.012, -2.072, 0.368]],
  "nbo_charge": [-0.07, -0.26, -0.15, -0.42, 0.12, -0.42, -0.25, 0.25, 0.26, 0.25, 0.25, 0.23, 0.25, 0.24, 0.25, 0.47],
  "total_charge": 1,
  "homo_lumo_gap_ev": [9.4215, 8.7825],
  "lumo_ev": [-4.737, -5.011],
  "de_lowest_kcal_mol": 167.3
}

Entry 2:
{
  "formula": "C4H9N2O",
  "method": "ωB97M-V/def2-TZVPD",
  "elements": ["C", "C", "C", "C", "N", "N", "O", "H", "H", "H", "H", "H", "H", "H", "H", "H"],
  "xyz": [[-0.40668, 0.57200, -1.79655], [-0.60988, -0.22391, 0.17658], [2.00979, -0.09487, 0.54892], [-1.11410, -0.88331, 1.35654], [-0.70251, 1.64284, -1.12920], [-0.41957, -0.51364, -1.11883], [-0.83849, 1.11143, 0.24107], [0.12289, 0.56916, -2.76480], [2.23473, 0.86285, 0.97746], [2.60415, -0.45950, -0.27296], [1.53630, -0.78723, 1.21301], [-0.93680, -1.98740, 1.39039], [-2.13913, -0.60754, 1.68805], [-0.41819, -0.48398, 2.14529], [-0.68086, 2.64854, -1.05074], [-0.24164, -1.36544, -1.60425]],
  "forces_ev_per_a": [[1.979, 1.056, -5.060], [0.067, 0.386, 0.671], [-0.170, -0.121, 0.294], [0.923, -1.338, 2.122], [-0.494, -0.633, 4.082], [-0.743, -0.846, 0.111], [-0.763, 1.924, -0.720], [-0.943, 0.294, 0.297], [0.010, 0.370, -0.098], [-0.042, -0.041, -0.112], [0.258, -0.441, 0.199], [-0.370, 0.922, -0.306], [0.520, -0.221, -0.635], [-0.800, -0.377, -0.231], [0.370, -0.003, -0.944], [0.199, -0.932, 0.330]],
  "nbo_charge": [0.25, 0.48, -0.54, -0.71, -0.26, -0.47, -0.30, 0.26, 0.19, 0.18, 0.16, 0.27, 0.27, 0.27, 0.48, 0.47],
  "total_charge": 1,
  "homo_lumo_gap_ev": [8.5546, 7.2051],
  "lumo_ev": [-4.078, -4.140],
  "de_lowest_kcal_mol": 166.4
}

Entry 3:
{
  "formula": "C4H9N2O",
  "method": "ωB97M-V/def2-TZVPD",
  "elements": ["C", "C", "C", "C", "N", "N", "O", "H", "H", "H", "H", "H", "H", "H", "H", "H"],
  "xyz": [[-1.75921, -0.50489, -0.92160], [-2.13395, 0.11738, 0.42316], [-0.08707, 0.69424, -0.25085], [0.98393, 1.64297, -0.38980], [-0.59559, -0.16399, -1.26596], [1.09631, -1.09302, 0.66715], [-0.95235, 0.86123, 0.68083], [-2.44041, -1.13320, -1.47469], [-3.02308, 0.72472, 0.43467], [-2.32006, -0.63647, 1.17063], [1.42828, 1.69611, 0.52886], [0.57473, 2.60245, -0.49556], [1.71545, 1.34961, -1.12848], [1.92988, -1.73778, 0.47818], [0.26631, -1.69088, 0.91448], [1.44808, -0.93276, 1.60880]],
  "forces_ev_per_a": [[-1.176, 0.749, 1.556], [0.185, -1.162, -1.266], [-1.816, -1.513, -1.482], [0.381, -1.302, -1.188], [1.557, 0.543, -0.518], [0.951, -1.905, 1.318], [-0.152, 0.764, 1.310], [0.171, -0.154, -0.279], [-0.099, 0.692, -0.247], [0.318, -0.370, 0.522], [1.515, 0.120, 2.504], [-0.723, 1.446, -0.785], [-0.123, 0.114, -0.296], [-1.812, 0.643, -0.933], [1.171, 0.239, -0.758], [-0.349, 1.095, 0.542]],
  "nbo_charge": [0.19, -0.18, 0.82, -0.71, -0.44, -1.03, -0.40, 0.24, 0.26, 0.25, 0.27, 0.28, 0.28, 0.41, 0.37, 0.38],
  "total_charge": 1,
  "homo_lumo_gap_ev": 10.7020,
  "lumo_ev": -4.994,
  "de_lowest_kcal_mol": 58.5
}

Entry 4:
{
  "formula": "C4H9N2O",
  "method": "ωB97M-V/def2-TZVPD",
  "elements": ["C", "C", "O", "C", "N", "C", "N", "H", "H", "H", "H", "H", "H", "H", "H", "H"],
  "xyz": [[0.66034, -1.79824, 0.30204], [0.50256, -0.55106, -0.65392], [1.51017, 0.47703, -0.55138], [1.11804, 1.54188, 0.27115], [-0.38214, 1.48168, 0.25807], [-0.83931, 0.33989, -0.21853], [-2.04530, -0.09930, -0.19993], [0.12075, -2.67549, -0.12370], [0.38807, -1.60820, 1.29794], [1.70592, -2.13738, 0.26276], [0.51586, -0.88012, -1.65273], [1.36761, 2.42582, -0.22423], [1.39577, 1.38714, 1.26158], [-0.88231, 2.29697, 0.57886], [-2.52179, -0.84801, -0.73655], [-2.61424, 0.64740, 0.12857]],
  "forces_ev_per_a": [[0.615, -0.065, -2.503], [-1.053, 1.398, 2.998], [-0.511, -0.791, 0.002], [-2.052, -1.899, -1.634], [0.190, -0.879, -0.495], [4.690, -1.439, -0.904], [-1.895, 0.209, -0.343], [-0.068, 0.796, 0.397], [-0.436, 0.231, 1.313], [-0.170, 0.428, 0.073], [-0.352, -0.190, -1.337], [0.960, 1.558, -0.197], [0.974, 0.223, 1.749], [-0.456, -0.204, 0.057], [1.145, 0.641, 0.524], [-1.581, -0.016, 0.300]],
  "nbo_charge": [-0.66, 0.09, -0.49, 0.13, -0.55, 0.54, -0.71, 0.24, 0.22, 0.26, 0.22, 0.21, 0.19, 0.44, 0.46, 0.41],
  "total_charge": 1,
  "homo_lumo_gap_ev": 11.4730,
  "lumo_ev": -3.263,
  "smiles": "C[C@@H]1OCNC1=[NH2+]",
  "de_lowest_kcal_mol": 37.1
}

Entry 5:
{
  "formula": "C4H9N2O",
  "method": "ωB97M-V/def2-TZVPD",
  "elements": ["C", "C", "C", "C", "N", "N", "O", "H", "H", "H", "H", "H", "H", "H", "H", "H"],
  "xyz": [[-1.00090, -0.45380, -1.46429], [-0.27321, 0.56584, -0.65090], [1.20852, 0.22199, -0.24743], [0.64356, -0.00224, 1.16543], [1.01205, -0.39319, 2.34535], [-0.62152, 0.47537, 0.74278], [-1.72135, 0.80434, 1.51680], [-2.10320, -0.62919, -1.16362], [-0.45545, -1.40884, -1.28303], [-0.97434, -0.20510, -2.55319], [-0.28046, 1.64891, -0.97346], [1.96537, 1.03986, -0.45235], [1.51506, -0.76013, -0.78016], [1.96495, -0.58812, 2.53988], [0.50851, -0.45562, 3.24173], [-2.54239, 0.83633, 0.94959]],
  "forces_ev_per_a": [[-1.009, -0.988, -0.921], [0.307, 2.536, -0.611], [0.160, -1.764, -0.917], [-4.459, 2.338, -1.456], [0.340, -0.263, 1.489], [3.724, -1.667, 2.664], [-0.191, -0.143, -0.802], [1.765, 0.553, -0.418], [-0.690, 0.376, -0.378], [-0.022, -0.337, 0.877], [-0.505, -1.176, -0.108], [-0.952, -0.996, 0.725], [-0.144, 1.634, 1.105], [1.059, -0.220, -0.444], [-0.634, 0.402, -1.217], [1.248, -0.283, 0.413]],
  "nbo_charge": [-0.64, -0.04, -0.44, 0.52, -0.72, -0.06, -0.49, 0.24, 0.22, 0.26, 0.23, 0.28, 0.26, 0.43, 0.46, 0.51],
  "total_charge": 1,
  "homo_lumo_gap_ev": 10.7003,
  "lumo_ev": -3.342,
  "smiles": "C[C@@H]1CC(=[NH2+])N1O",
  "de_lowest_kcal_mol": 83.0
}

Entry 6:
{
  "formula": "C4H9N2O",
  "method": "ωB97M-V/def2-TZVPD",
  "elements": ["C", "C", "C", "C", "N", "N", "O", "H", "H", "H", "H", "H", "H", "H", "H", "H"],
  "xyz": [[-0.09206, -0.94551, -0.14046], [0.71958, 1.16482, 0.03182], [1.72388, 0.01950, -0.30747], [-1.77526, 0.95090, 0.30580], [-0.46973, 0.29757, 0.10601], [-0.85179, -1.99697, -0.09789], [2.72608, -0.39620, 0.41563], [0.67460, 1.46292, 1.09192], [0.66057, 2.02834, -0.62871], [1.65322, -0.04570, -1.34900], [-1.56729, 1.99963, 0.14123], [-2.37789, 0.54891, -0.45487], [-2.15617, 0.64162, 1.34895], [-0.46406, -2.79203, -0.48824], [-1.82282, -1.99998, 0.01463], [3.41911, -0.93781, 0.01065]],
  "forces_ev_per_a": [[-5.659, 1.255, 0.792], [1.720, -1.966, 2.931], [0.898, 5.314, -0.541], [0.635, -1.733, 1.869], [1.376, -1.666, -1.698], [1.258, 0.556, 0.207], [1.019, -0.149, 1.679], [1.318, 0.755, -0.385], [-0.182, -0.363, -0.329], [0.673, -1.155, -1.783], [-0.419, 0.182, 0.354], [-1.420, -0.145, -0.855], [0.406, 0.969, -1.611], [0.630, -2.119, -0.743], [-1.834, 0.168, 0.492], [-0.421, 0.096, -0.381]],
  "mulliken_spin": [0.90, 0.06, 0.72, 0.05, -0.01, 0.00, 0.21, -0.01, 0.03, 0.04, 0.00, 0.00, 0.00, 0.00, 0.04, -0.01],
  "total_charge": 1,
  "homo_lumo_gap_ev": [7.2166, 7.5690],
  "multiplicity": 3,
  "lumo_ev": [-3.099, -7.081],
  "s_squared": 2.0086,
  "de_lowest_kcal_mol": 51.1
}